No. 1
{
  "formula": "C4H13N2S",
  "method": "wB97M-V/def2-TZVPD",
  "symbols": ["N", "C", "C", "N", "C", "C", "S", "H", "H", "H", "H", "H", "H", "H", "H", "H", "H", "H", "H", "H"],
  "coordinates": [[-1.57528, 2.05108, 0.67259], [-0.53575, 1.96807, -0.34651], [-0.75419, 0.68204, -1.11357], [-0.65524, -0.42457, -0.11830], [0.74373, -0.74586, 0.42704], [1.03922, -2.23766, 0.37013], [2.70415, -2.57490, 0.99597], [-1.31959, 2.64059, 1.45439], [-2.45328, 2.40527, 0.32139], [0.41849, 1.99940, 0.11185], [-0.56312, 2.81743, -1.02988], [-0.04269, 0.52024, -1.90782], [-1.76713, 0.63928, -1.51083], [-1.08648, -1.31274, -0.36428], [-1.13664, -0.05253, 0.71012], [1.52869, -0.28486, -0.17252], [0.79617, -0.29035, 1.40413], [0.96933, -2.56107, -0.66892], [0.34760, -2.87585, 0.92360], [3.34201, -2.36301, -0.15858]],
  "charge": 1,
  "relative_energy_ev": 0.6910,
  "lumo_energy_ev": -2.957,
  "homo_lumo_gap_ev": 9.937,
  "smiles": "NCC[NH2+]CCS",
  "homo_energy_ev": -12.9
}

---

No. 2
{
  "formula": "C5H9N3",
  "method": "wB97M-V/def2-TZVPD",
  "symbols": ["C", "N", "N", "C", "C", "C", "N", "C", "H", "H", "H", "H", "H", "H", "H", "H", "H"],
  "coordinates": [[-0.81696, 1.41613, -0.63127], [0.37918, 1.75425, -0.46587], [1.26860, 0.68648, -0.76471], [1.56921, -0.12618, 0.37305], [0.57919, -1.28524, 0.64851], [-0.71813, -0.82359, 1.19173], [-0.69599, -1.20923, -0.20088], [-1.16962, -0.08424, -1.03653], [-1.67257, 2.19289, -0.65338], [2.14390, 1.03427, -1.31303], [2.66966, -0.38070, 0.22650], [1.47449, 0.50597, 1.24194], [0.81216, -2.42157, 0.95406], [-0.97561, 0.24609, 1.40470], [-1.49877, -1.25039, 1.89476], [-2.34688, 0.02528, -0.72234], [-1.00185, -0.28023, -2.14726]],
  "relative_energy_ev": 5.1961,
  "lumo_energy_ev": 0.972,
  "homo_lumo_gap_ev": 9.521,
  "smiles": "C1=NNC[C@H]2CN2C1",
  "homo_energy_ev": -8.5
}

---

No. 3
{
  "formula": "C7H11N6",
  "method": "wB97M-V/def2-TZVPD",
  "symbols": ["C", "N", "N", "C", "C", "N", "N", "C", "N", "C", "C", "C", "N", "H", "H", "H", "H", "H", "H", "H", "H", "H", "H", "H"],
  "coordinates": [[1.37282, 1.84801, -1.13873], [1.64324, 1.43057, 0.26781], [2.53092, 0.47724, 0.42203], [2.19849, -0.90728, 0.24199], [3.23489, -1.92117, 0.33061], [0.91710, -1.09226, 0.17950], [0.09829, -0.11768, 0.18884], [-1.22683, -0.14786, 0.22239], [-1.85219, -1.28487, -0.24408], [-3.18656, -1.34286, -0.18477], [-3.93287, -0.16258, 0.12843], [-3.25224, 0.96385, 0.36985], [-1.93058, 0.95178, 0.56625], [0.31269, 2.19669, -1.15773], [1.97482, 2.68661, -1.40581], [1.36576, 1.13728, -1.85815], [3.02888, 0.61507, 1.31916], [4.31176, -1.43112, 0.62910], [3.43121, -2.31004, -0.74856], [2.89135, -2.74402, 0.99931], [-3.61770, -2.25385, -0.34755], [-4.99091, -0.14219, -0.12381], [-3.92409, 1.79463, 0.65750], [-1.39823, 1.75604, 0.68644]],
  "charge": 1,
  "relative_energy_ev": 4.7196,
  "lumo_energy_ev": [-4.389, -4.386],
  "homo_lumo_gap_ev": [7.694, 7.697],
  "smiles": "C\\N=[NH+]/C(C)=N\\N=c1/nccc[nH]1",
  "homo_energy_ev": [-12.1, -12.1]
}

---

No. 4
{
  "formula": "C5H16N3S",
  "method": "wB97M-V/def2-TZVPD",
  "symbols": ["C", "C", "C", "C", "C", "N", "N", "N", "S", "H", "H", "H", "H", "H", "H", "H", "H", "H", "H", "H", "H", "H", "H", "H", "H"],
  "coordinates": [[-1.62357, 0.83852, -1.39240], [-2.85967, -1.05851, -0.42026], [-1.99467, 0.89045, 1.02889], [2.90900, 0.34962, -0.38391], [-2.18490, 0.28202, -0.17224], [1.22905, -0.06924, 1.59723], [1.53248, -1.96232, -0.33219], [3.20536, 1.49247, 0.22724], [1.01821, -0.48642, 0.07207], [-1.84693, 0.09484, -2.19785], [-1.87103, 1.89435, -1.53487], [-0.52779, 0.75806, -1.50308], [-3.82808, -0.95678, -0.84751], [-2.68351, -1.60270, 0.60737], [-2.22514, -1.61506, -1.06526], [-2.62100, 0.55506, 1.81869], [0.44969, -0.37752, 2.12877], [-1.29267, 1.71475, 1.16367], [3.52160, -0.50229, -0.07902], [2.72260, 0.48173, -1.40540], [2.07512, 0.02623, 2.10459], [1.05185, -2.68893, -0.79111], [3.30824, 1.38991, 1.30939], [2.70881, 2.30460, -0.13711], [2.31738, -2.41102, -0.05774]],
  "charge": 1,
  "relative_energy_ev": 4.8110,
  "lumo_energy_ev": -3.272,
  "homo_lumo_gap_ev": 8.913,
  "homo_energy_ev": -12.2
}

---

No. 5
{
  "formula": "C11H17INO",
  "method": "wB97M-V/def2-TZVPD",
  "symbols": ["C", "C", "C", "C", "C", "I", "N", "C", "C", "C", "C", "O", "C", "C", "H", "H", "H", "H", "H", "H", "H", "H", "H", "H", "H", "H", "H", "H", "H", "H", "H"],
  "coordinates": [[0.94504, -3.67376, -0.61587], [0.24609, -2.40916, -0.23811], [-0.59938, -2.36799, 0.83355], [-1.01777, -1.16102, 1.46217], [-1.52384, -0.03762, 0.87019], [-3.39393, 0.04668, -0.18521], [-1.35248, 1.22079, 1.66255], [0.04326, 1.76877, 1.62362], [0.32543, 2.64767, 0.40111], [1.01501, 1.95170, -0.77559], [0.08924, 1.14164, -1.70290], [0.61521, 1.07331, -3.00761], [-0.22609, -0.23964, -1.19004], [0.67483, -1.17698, -0.84052], [0.97149, -3.76820, -1.70113], [0.44830, -4.54246, -0.19374], [1.97799, -3.65868, -0.26307], [-0.70026, -3.26922, 1.42296], [-0.67174, -1.06962, 2.49804], [-1.59963, 1.04175, 2.64733], [-2.00287, 1.93862, 1.30872], [0.73177, 0.92022, 1.64798], [0.18532, 2.35880, 2.53280], [0.98766, 3.44914, 0.73300], [-0.59525, 3.12422, 0.05734], [1.45889, 2.72472, -1.40498], [1.82704, 1.32471, -0.40234], [-0.85130, 1.69234, -1.83171], [1.44123, 0.57629, -3.01263], [-1.19371, -0.61863, -1.46155], [1.74446, -1.00840, -0.87437]],
  "charge": 1,
  "relative_energy_ev": 0.0000,
  "lumo_energy_ev": -4.278,
  "homo_lumo_gap_ev": 8.159,
  "smiles": "CC1=C/C=C(\\I)[NH2+]CCC[C@@H](O)\\C=C\\1",
  "homo_energy_ev": -12.4
}

---

No. 6
{
  "formula": "C19H21FN2O4S",
  "method": "wB97M-V/def2-TZVPD",
  "symbols": ["O", "C", "C", "O", "C", "C", "C", "C", "S", "O", "O", "N", "C", "C", "C", "C", "C", "C", "C", "N", "C", "C", "C", "C", "C", "C", "F", "H", "H", "H", "H", "H", "H", "H", "H", "H", "H", "H", "H", "H", "H", "H", "H", "H", "H", "H", "H", "H"],
  "coordinates": [[-0.97458, 0.35726, -4.94104], [0.00791, 0.50722, -4.25175], [0.90944, -0.67678, -3.86782], [1.63838, -0.48395, -2.67675], [0.96122, -0.44479, -1.49238], [1.75742, -0.29257, -0.35298], [1.17416, -0.22810, 0.89404], [-0.20201, -0.31973, 1.00735], [-0.92897, -0.23149, 2.63770], [-0.46946, 0.95618, 3.29518], [-2.34715, -0.44247, 2.52944], [-0.16832, -1.53748, 3.36732], [-0.06986, -1.46072, 4.81140], [0.90519, -2.52533, 5.30460], [0.42696, -3.90560, 4.86043], [0.25958, -3.92538, 3.34310], [-0.68578, -2.80807, 2.90935], [-0.99777, -0.46720, -0.10905], [-0.42264, -0.52826, -1.36846], [0.46493, 1.67869, -3.75102], [-0.10307, 2.94974, -3.84631], [-1.25120, 3.23872, -4.57590], [-1.74219, 4.53231, -4.61124], [-1.10569, 5.55447, -3.92848], [0.03973, 5.28679, -3.19616], [0.52087, 3.99654, -3.16552], [1.64372, 3.71755, -2.45447], [1.66472, -0.79768, -4.65119], [0.30045, -1.58720, -3.83408], [2.82605, -0.22394, -0.48004], [1.76375, -0.10258, 1.78709], [0.27551, -0.45451, 5.05051], [-1.05601, -1.61295, 5.27589], [1.89127, -2.32763, 4.88193], [0.97703, -2.47547, 6.39169], [1.14146, -4.67056, 5.16931], [-0.53208, -4.12708, 5.33407], [1.22944, -3.76919, 2.86786], [-0.13785, -4.88611, 3.01305], [-0.75828, -2.75753, 1.82046], [-1.69420, -2.98194, 3.31277], [-2.06687, -0.52841, 0.01971], [-1.05900, -0.63057, -2.23310], [1.31124, 1.63257, -3.19314], [-1.74770, 2.44438, -5.10739], [-2.63379, 4.74051, -5.18195], [-1.49542, 6.55954, -3.96230], [0.55949, 6.05876, -2.65174]],
  "relative_energy_ev": 0.0000,
  "lumo_energy_ev": 0.626,
  "homo_lumo_gap_ev": 9.489,
  "smiles": "O=C(COc1ccc(S(=O)(=O)N2CCCCC2)cc1)Nc1ccccc1F",
  "homo_energy_ev": -8.9
}

---

No. 7
{
  "formula": "C17H20F3NO3",
  "method": "wB97M-V/def2-TZVPD",
  "symbols": ["C", "O", "C", "C", "C", "O", "N", "C", "C", "C", "C", "C", "O", "C", "C", "C", "C", "C", "F", "F", "F", "C", "C", "C", "H", "H", "H", "H", "H", "H", "H", "H", "H", "H", "H", "H", "H", "H", "H", "H", "H", "H", "H", "H"],
  "coordinates": [[-1.11196, -4.13431, -1.26206], [-1.79212, -3.85569, -0.06292], [-1.77674, -2.50014, 0.31135], [-0.40628, -2.03548, 0.83137], [0.45230, -1.43557, -0.26831], [0.00299, -1.12868, -1.35802], [1.75796, -1.23096, 0.03947], [2.35384, -1.58517, 1.31305], [3.80304, -1.11083, 1.38735], [3.89588, 0.35636, 0.98620], [3.40607, 0.55661, -0.46751], [2.60404, 1.85202, -0.52907], [3.13337, 2.90850, -0.76002], [1.13092, 1.72940, -0.29415], [0.59588, 1.63411, 0.98542], [-0.76734, 1.49468, 1.16007], [-1.60157, 1.44786, 0.05080], [-3.07672, 1.27060, 0.26623], [-3.68133, 2.42453, 0.61682], [-3.34336, 0.40233, 1.26022], [-3.72312, 0.82244, -0.81506], [-1.08319, 1.58477, -1.22756], [0.28114, 1.73151, -1.39482], [2.63990, -0.67625, -0.96427], [-1.45186, -3.47892, -2.07055], [-0.02728, -4.01425, -1.15454], [-1.33550, -5.17100, -1.50818], [-2.07396, -1.86431, -0.53407], [-2.52217, -2.41651, 1.10469], [-0.55041, -1.27213, 1.59815], [0.09555, -2.88901, 1.28947], [2.31861, -2.67238, 1.46167], [1.78066, -1.11584, 2.12122], [4.15949, -1.23896, 2.41017], [4.43606, -1.71640, 0.73817], [4.92159, 0.71146, 1.08093], [3.28597, 0.94507, 1.67315], [4.27276, 0.69998, -1.12024], [1.23719, 1.68036, 1.85210], [-1.18671, 1.41509, 2.15210], [-1.73697, 1.55698, -2.08447], [0.69053, 1.83383, -2.38764], [3.36179, -1.44005, -1.27627], [2.01874, -0.42837, -1.82739]],
  "relative_energy_ev": 0.2175,
  "lumo_energy_ev": 0.509,
  "homo_lumo_gap_ev": 9.728,
  "smiles": "COCCC(=O)N1CCC[C@H](C(=O)c2ccc(C(F)(F)F)cc2)C1",
  "homo_energy_ev": -9.2
}